# C4H14N3O

A structure of composition C4H14N3O (the ωB97M-V functional and the def2-TZVPD basis, the OMol25 dataset).

electronic energy = -10880.75412 eV
net charge = +1
energy above the lowest of the compared OMol25 structures with the same formula, charge and spin = 170.81 kcal/mol

Cartesian coordinates (Å):
C: -2.13 -0.26 0.86
C: -1.44 -1.28 -0.07
C: -0.19 -0.71 -0.80
N: 3.02 0.20 0.70
C: 2.15 -0.24 -0.35
N: 0.79 -0.17 0.12
N: -2.56 0.92 0.19
H: -2.97 -0.76 1.33
H: -1.42 0.01 1.64
H: -2.14 -1.63 -0.83
H: -1.10 -2.14 0.53
H: -0.46 0.09 -1.52
H: 0.30 -1.51 -1.36
H: 2.26 0.43 -1.22
H: 2.38 -1.28 -0.68
H: 0.68 1.03 0.06
H: 2.75 -0.25 1.56
H: -1.81 1.57 -0.03
H: -3.30 0.85 -0.50
H: 4.00 0.11 0.49
H: 0.83 2.87 0.16
O: 0.36 2.14 -0.27

Computed natural (NBO) charges, given in elementary charges: atom 1 (C): -0.24, atom 2 (C): -0.39, atom 3 (C): -0.29, atom 4 (N): -0.76, atom 5 (C): -0.15, atom 6 (N): -0.13, atom 7 (N): -0.73, atom 8 (H): 0.23, atom 9 (H): 0.21, atom 10 (H): 0.24, atom 11 (H): 0.22, atom 12 (H): 0.30, atom 13 (H): 0.22, atom 14 (H): 0.30, atom 15 (H): 0.27, atom 16 (H): 0.40, atom 17 (H): 0.39, atom 18 (H): 0.40, atom 19 (H): 0.39, atom 20 (H): 0.40, atom 21 (H): 0.50, atom 22 (O): -0.79